(1)
Density functional theory data (wB97M-V/def2-TZVPD) for a molecular structure, C30H48LuP2Se in a non-equilibrium geometry.

Computed properties:
- DFT total energy (a.u.) = -5491.0688
- ΔE to the lowest compared entry with this formula, charge and spin (kcal per mole) = 95.0
- frontier orbital gap (Eh) = 0.1975
- total charge = +1
- E_HOMO (hartree) = -0.3162

```
82
Properties=species:S:1:pos:R:3:forces:R:3
H -1.646669 -0.528470 -1.662802 1.00 0.25 0.18
H 0.047274 5.368071 3.943373 -0.11 -0.27 0.09
H -1.741267 -4.514189 1.772642 -0.09 0.15 -0.51
H 1.281989 -0.127887 -1.764894 1.11 -1.13 -0.99
C 2.999911 1.918232 -0.853993 -0.03 -0.12 0.18
H -2.297755 -1.999281 -3.234853 0.81 0.00 -0.37
H -1.409344 3.345716 -1.879645 0.03 -0.97 0.53
H 1.496870 3.341647 2.257758 0.33 -0.21 -0.33
H -4.741397 1.164108 -0.982266 0.66 0.14 0.26
Lu 0.304805 -2.047150 -1.550240 -1.19 -0.64 2.46
H 2.498694 -3.541605 -0.738546 -0.57 -0.23 0.39
H 0.337482 3.829836 -0.450649 -0.16 -0.61 -0.27
C -1.863211 2.018067 4.250289 -0.08 -0.19 -1.39
H 0.183914 -0.204137 -5.791757 -0.13 0.42 1.35
H -0.496628 1.318743 -5.151994 0.01 -1.12 0.33
C 0.423699 2.802700 -0.880476 -0.70 1.77 -0.47
H -3.212292 -0.455330 -1.351711 -1.32 -0.41 -0.12
H 1.067977 2.951270 -1.789661 -0.98 -0.08 0.58
H -0.791986 1.786550 -2.361986 -0.54 -0.13 0.68
C -1.014286 3.855865 2.864369 -0.31 -1.01 -0.16
C -0.388390 -2.083013 2.438040 0.18 0.12 -1.12
H -2.025755 0.178334 -3.801843 0.17 -0.27 0.21
H 0.578383 -0.575946 4.469989 0.02 0.08 -0.04
H 3.633910 -1.952507 0.571494 0.02 0.19 0.23
H 1.445765 -3.674729 -4.364702 0.26 -0.16 -0.49
H -0.949213 4.353071 1.875501 0.21 -0.31 0.84
C -0.123123 0.305486 -4.822532 0.23 0.25 -1.16
H 2.568620 -2.451922 -2.872336 -0.17 0.74 -0.95
H -0.160697 4.219479 6.146337 0.12 0.38 0.42
H -2.047244 -2.935410 3.463954 -0.02 0.65 -0.04
C -1.197272 -0.476146 -4.109283 -0.47 0.01 0.43
C 1.627868 -1.965583 -3.235764 1.64 -1.62 2.05
C 0.823388 -1.389123 2.521283 0.10 -0.25 -0.75
C -1.623361 2.576256 2.961271 0.30 1.23 1.32
H -2.354094 1.032428 4.312283 0.17 0.65 0.13
H -1.046129 -3.375037 -5.171227 0.03 0.52 -0.59
H 2.140508 -4.701768 0.564790 0.03 -0.08 -0.60
C 1.165040 -0.401778 3.562801 0.35 0.34 0.52
H 0.957797 0.636096 3.244523 0.30 -0.13 0.13
H -4.498592 2.674515 -0.145234 0.06 0.37 0.48
H 1.297058 -2.188330 -5.313778 -0.45 -0.22 -0.61
C 1.235272 -0.612843 -2.817133 -1.02 3.56 -0.44
C 1.697164 -1.830877 1.498082 -0.50 -1.08 0.64
H -0.794633 -3.783288 -3.590722 0.71 -0.15 0.13
Se -1.790683 1.219605 1.653099 -0.28 -0.39 -0.74
H -2.224000 -1.154076 3.100225 -0.01 -0.54 0.21
C 0.995764 -2.690206 -4.399603 -0.63 -0.31 0.10
C -0.622609 3.812369 5.275996 -0.55 -0.32 -0.78
H 3.874611 1.661214 -0.242563 -0.15 -0.10 -0.31
C -1.304868 -1.774792 -3.708053 -1.82 0.90 -1.61
C -1.518639 -1.964442 3.379021 -0.55 -0.02 0.52
H 2.917660 1.256550 -1.727026 0.13 0.14 0.33
P -2.375772 1.578287 -0.529922 1.46 -1.75 1.58
H -1.040487 -4.647337 0.145762 -0.22 0.34 0.35
H -1.660918 2.281287 6.346428 0.14 -0.27 0.27
C 1.082096 0.556758 -3.848696 0.67 -1.88 0.44
H 3.109630 2.953212 -1.183364 0.18 0.03 -0.09
H -2.264528 -0.866626 0.091177 0.33 0.32 -0.60
C -2.299982 -0.267401 -0.843593 -0.27 0.94 0.48
C -4.071077 2.040040 -0.899815 -0.84 0.18 -1.04
H 1.025548 1.526631 -3.358756 -0.30 0.04 0.08
C -0.333702 -2.951060 1.324323 1.01 -0.48 -0.12
H 3.639321 -2.067900 2.353330 -0.02 0.27 -0.41
H 2.222217 -0.517281 3.861935 -0.33 0.39 -0.14
H 3.377048 -0.491359 1.567049 0.07 -0.18 -0.08
H -4.191599 2.566614 -1.858020 0.38 -0.05 0.17
H -2.294034 -3.410243 0.476729 0.10 -0.27 0.16
H 2.775807 3.825692 1.070917 -0.35 -0.36 0.22
C 2.242189 2.969917 1.533989 -0.23 0.31 -0.08
C 3.163425 -1.565263 1.486461 0.32 -0.08 0.06
C 1.678492 -3.948055 -0.094750 0.23 -0.06 0.49
C -1.403336 2.669111 5.378757 0.12 0.05 -0.01
C 1.042073 -2.931309 0.858794 -1.13 1.19 -1.82
C -1.026178 2.374134 -1.445296 1.09 1.67 -1.44
C -0.562154 -2.959578 -4.292307 0.95 0.31 1.32
C -0.480924 4.417178 4.033626 -0.08 0.46 -0.73
P 1.502063 1.834702 0.233077 1.02 -1.31 0.55
H 0.958087 -4.520967 -0.739944 0.39 0.41 0.36
H 2.016670 0.584008 -4.408470 -0.08 0.22 -0.40
C -1.407534 -3.918153 0.900191 0.09 -0.36 0.15
H -1.136001 -1.719165 4.381156 -0.23 -0.07 -0.19
H 2.996312 2.377752 2.099415 -0.58 0.21 -0.43
```
Forces are in eV/Å.

These are the Löwdin partial charges, in e, on atoms 1 to 2: -0.035, 0.117

(2)
Density functional theory data (wB97M-V/def2-TZVPD) for 7 unconnected molecules or ions with the total composition C49H60F6P in a non-equilibrium geometry.

Computed properties:
- DFT total energy (a.u.) = -2843.1597
- ΔE to the lowest compared entry with this formula, charge and spin (kcal per mole) = 139.0
- frontier orbital gap (Eh) = 0.2584
- total charge = +1
- E_HOMO (hartree) = -0.3794

```
116
Properties=species:S:1:pos:R:3:forces:R:3
H 1.799920 0.368462 -3.292165 -1.42 -0.80 2.05
C 1.133029 -0.065416 -2.402602 0.25 -0.63 -1.61
C -0.913174 0.889601 -0.138692 -0.61 0.44 0.14
C -2.932908 -2.954459 4.552388 0.09 0.31 0.40
H -3.012163 -5.724944 -1.573258 0.17 2.56 -0.63
H 8.142448 -0.338997 5.809037 -0.10 0.06 0.02
H -2.404151 0.962040 -1.896634 2.31 0.48 0.41
H -1.074894 -1.942359 4.138878 -0.11 -0.03 0.13
C -4.091259 5.775744 -3.724113 0.36 0.16 0.13
H 7.410590 -0.373347 3.423899 -0.07 0.10 0.17
H 1.088238 -8.568686 -2.426179 -0.20 0.00 -0.10
C -1.409085 -10.369862 -3.882809 0.18 0.35 0.17
H -2.941348 -3.493161 3.607913 -0.02 0.03 0.17
C 0.120246 -8.789956 -2.868876 -0.32 -0.24 -0.19
H 2.272237 4.482727 -3.956996 0.00 0.19 0.06
H 0.584496 -10.864224 -3.227988 -0.16 0.17 -0.02
H -2.930139 -1.017141 7.912837 -0.03 -0.09 -0.09
H 2.199773 -4.500915 -0.628615 -1.06 2.11 0.46
H 1.819168 -4.257396 1.833588 0.26 2.23 -0.87
H 3.971039 1.996219 4.463302 0.21 -0.13 0.13
C -1.874982 -1.383526 6.061023 -0.30 -0.28 -0.19
C 2.490915 5.487633 -3.603941 0.19 0.36 0.20
F -2.999487 -7.118281 -3.660576 -0.68 0.74 -0.06
H -3.546361 7.459846 -4.954739 0.05 -0.12 0.18
C 4.881289 1.479173 4.756659 0.36 -0.23 -0.04
H -3.346824 -9.575852 -4.421356 0.09 0.04 0.02
H -0.785838 3.939144 1.084829 0.17 0.04 0.11
C 6.458463 0.824563 6.451683 -0.29 0.00 -0.96
H 3.268088 9.083687 -2.375031 -0.06 -0.09 -0.04
H -3.286697 -0.344910 0.909093 1.48 -1.72 -0.76
H -1.627763 -11.374768 -4.235864 0.00 0.22 0.07
H 3.281435 4.999364 3.729897 -0.09 -0.06 -0.03
F 0.900513 8.739214 -3.381708 -0.20 0.19 -0.01
C 1.823237 7.774468 -3.270084 0.83 -0.85 0.10
H 5.327742 0.805300 2.758246 0.06 0.01 0.18
H -4.985838 5.545026 -4.297524 0.17 0.02 0.13
C 6.818553 0.149932 4.170876 -0.29 0.22 0.21
C 1.715062 -3.464063 -0.341058 0.22 -0.06 0.57
C 1.365471 -1.701145 -2.437237 0.22 -0.04 0.60
C 4.020246 7.067539 -2.590009 -0.38 -0.21 -0.20
H 3.325628 -2.740052 -1.831283 -1.94 1.11 1.36
H -4.034393 -3.735258 -4.150622 -0.72 -0.39 1.18
C 2.064028 5.549098 2.029156 -0.34 -0.32 0.01
C -3.750018 4.994873 -2.620106 0.04 -0.06 0.08
H -5.439607 -5.211103 -2.938099 0.75 0.84 0.00
H -4.361982 4.148589 -2.326117 0.06 0.08 0.03
C -3.074955 -3.736922 -0.283719 -0.49 0.78 -0.86
H 1.520402 0.457116 -1.430225 -1.03 -1.23 -1.69
C -2.135972 7.154981 -3.353197 -0.35 -0.28 -0.01
C -2.371909 -9.366991 -3.993519 -0.12 0.16 -0.01
H -0.508719 -1.449421 -0.386797 -0.83 1.66 1.20
P -4.513483 -4.105256 -2.816906 1.07 -0.05 0.07
H -2.171553 -4.050615 0.428532 -1.99 0.66 -1.77
H 2.694025 6.386260 1.738961 -0.10 -0.16 0.09
H -5.279540 -2.977452 -2.308803 0.69 -1.00 -0.44
C -2.917448 -1.556655 6.971447 -0.01 0.01 0.03
C 3.734445 5.776079 -3.039707 -0.01 0.04 0.03
H -0.631912 -6.773808 -2.653899 0.01 -0.06 -0.03
C 1.528091 6.490503 -3.714651 -0.08 0.05 -0.03
C 5.286933 1.481245 6.091211 0.01 0.01 0.05
H -0.435058 -0.752415 1.367545 -1.18 0.22 -2.25
H -4.111131 -3.973480 0.244910 2.30 0.39 -0.97
C 1.940673 -3.228288 1.281996 -0.11 0.39 -1.32
H -1.078421 2.309834 -2.027899 -0.28 -2.45 1.03
C 0.449982 3.388991 2.762247 0.06 -0.05 0.06
C -3.953533 -2.432848 6.667362 0.69 0.12 -0.58
H -1.056327 -0.706712 6.292707 -0.17 -0.12 -0.01
H 4.700800 1.988248 6.850716 0.09 -0.05 -0.05
H -0.427612 0.829110 -3.817353 -0.16 -1.34 2.21
H 0.544456 -3.543591 -0.492087 2.31 0.18 -0.02
H -2.501460 -1.968412 1.545831 -0.16 1.77 -1.88
H -1.730855 1.481748 0.496719 1.77 -1.20 -1.31
C 2.398894 4.774698 3.139899 0.05 -0.05 0.06
H -0.161982 2.542707 3.056236 0.05 0.07 0.03
C 0.916875 5.246967 1.291230 0.05 -0.02 0.04
C -2.076763 -8.083027 -3.548952 1.35 -1.47 0.13
H -1.072618 -0.746351 -3.009067 1.64 1.83 0.64
F 1.914799 2.954082 4.558512 0.01 -0.16 0.26
H 0.124944 1.355352 0.177554 -2.05 -1.11 -0.77
C 7.229713 0.161682 5.503485 0.03 -0.02 0.06
H -2.012604 -4.172566 -2.273265 -1.97 -0.94 0.73
C -0.432452 0.231060 -2.784062 -0.27 1.07 -0.72
C -1.247258 1.170993 -1.717929 -0.47 -0.01 -0.36
C -3.025539 -2.113336 -0.671374 -0.47 0.11 0.36
C 3.061035 8.072937 -2.711133 -0.05 0.07 0.03
C 0.108741 4.169862 1.658240 0.33 0.13 0.12
H -4.087693 -1.717029 -0.983327 1.86 -0.99 0.55
C -1.019852 -0.677916 0.329187 0.26 0.13 1.41
H 4.988238 7.288809 -2.147311 -0.19 0.00 -0.10
C -2.545338 -1.211037 0.625217 0.76 -0.87 -0.22
H 4.484496 4.993271 -2.949120 -0.14 0.15 -0.02
C -3.283125 6.852849 -4.091123 0.04 -0.03 0.05
C 1.590119 3.700577 3.494584 -0.30 0.70 -0.97
H 3.029472 -2.779947 1.394976 -2.35 -1.01 0.18
H 0.553176 6.281643 -4.142489 0.09 0.06 0.02
F -4.952027 -2.602556 7.544188 -0.04 -0.02 0.01
H -0.918565 6.605247 -1.652455 -0.07 -0.04 -0.04
H 1.112758 -2.433099 1.606545 2.03 -1.78 -0.36
H -2.332290 -1.959532 -1.630088 -1.25 -0.24 2.22
C -2.609881 5.306459 -1.887769 -0.30 0.76 -1.05
H -4.786415 -3.817438 5.256019 0.05 0.08 0.08
C 2.393541 -2.251845 -1.267515 0.39 -1.10 -0.69
C -2.983069 -4.548776 -1.737685 0.17 -0.30 1.53
C -0.838965 -7.784558 -2.990001 -0.19 0.08 -0.02
F -2.285201 4.559965 -0.823840 0.10 -0.26 0.32
C -3.969348 -3.135762 5.467788 -0.09 -0.03 -0.01
C -0.165555 -10.081415 -3.318575 -0.01 0.11 0.02
F 6.850283 0.830981 7.732718 0.04 0.00 0.13
H 0.653639 5.853963 0.427614 0.05 -0.12 0.16
C 5.646865 0.810433 3.798297 0.00 0.01 0.09
H 2.835458 -1.399391 -0.596450 -1.12 -1.53 -1.23
C -1.885912 -2.081081 4.850620 -0.04 0.02 0.01
C -1.801106 6.380580 -2.242454 0.01 -0.08 0.08
H 0.331968 -2.226378 -2.242125 1.89 1.00 -0.47
H 1.741663 -2.047892 -3.511858 -0.85 0.83 2.35
H -1.505975 7.992143 -3.643392 -0.10 -0.16 0.12
```
Forces are in eV/Å.

These are the Löwdin partial charges, in e, on atoms 1 to 2: 0.118, -0.194

(3)
Density functional theory data (wB97M-V/def2-TZVPD) for C2H3N3 in the gas phase in a non-equilibrium geometry.

Computed properties:
- DFT total energy (a.u.) = -242.2104
- ΔE to the lowest compared entry with this formula, charge and spin (kcal per mole) = 39.1
- frontier orbital gap (Eh) = 0.3826
- total charge = 0
- E_HOMO (hartree) = -0.3430

```
8
Properties=species:S:1:pos:R:3:forces:R:3
H 1.011034 -0.331382 -1.513417 0.79 1.28 -0.57
N -0.367361 -0.724794 0.887216 0.03 -0.33 0.35
H -0.913449 -1.342624 1.459713 0.03 0.16 0.29
C 0.640346 -1.131251 0.116910 -0.71 0.04 0.29
H 0.017984 2.074985 -0.461053 0.03 -0.36 -0.24
N -0.763904 0.587419 0.761035 0.29 0.14 -0.13
N 0.903527 0.039615 -0.578974 -0.24 -0.81 -0.14
C 0.010695 1.029986 -0.172064 -0.24 -0.12 0.13
```
Forces are in eV/Å.

These are the Löwdin partial charges, in e, on atoms 1 to 2: 0.111, -0.067

(4)
Density functional theory data (wB97M-V/def2-TZVPD) for a gas-phase ion, C11H18ClN3O4P (charge +1).

Computed properties:
- DFT total energy (a.u.) = -1696.4949
- frontier orbital gap (Eh) = 0.3732
- total charge = +1
- E_HOMO (hartree) = -0.4890
- structure (SMILES) = C=Cn1nc(P(O)Cl)[n+](CCC(=O)O)c1CCCOC

```
38
Properties=species:S:1:pos:R:3:forces:R:3
N 0.693569 0.268583 0.274282 -0.01 -0.08 0.03
C 1.773058 2.236605 -0.882420 -0.32 0.03 -0.53
H 0.892480 -4.779488 1.754735 0.23 0.01 0.63
H 2.164523 -3.451567 1.408022 -0.18 -0.16 -0.65
N 0.743421 -0.413496 2.362569 -0.10 -0.03 0.14
H 0.077591 -2.915395 -0.684132 0.05 0.10 0.22
H -1.437186 -2.279487 -2.304403 0.15 0.01 -0.04
H -2.121337 -1.248646 0.250742 0.15 0.02 0.00
H 2.468580 2.152703 -0.051256 -0.06 0.05 0.05
H -3.944023 0.473494 0.553722 0.01 -0.02 -0.02
H 1.090472 2.532421 -3.245247 -0.06 -0.14 -0.11
O -2.522763 0.379038 -0.972347 0.43 0.05 0.30
C 2.640348 2.260876 -2.138235 0.34 0.13 0.08
C 0.164630 -1.866213 -0.957690 -0.09 0.06 -0.23
H -2.304676 1.040982 0.991907 -0.02 -0.16 0.01
C 0.724979 1.108503 -0.930764 0.30 0.02 -0.33
H 1.256443 3.199117 -0.849600 0.14 0.02 0.30
H -0.282853 1.468574 -1.140466 -0.01 0.01 0.22
C -1.115869 -1.427018 -1.705268 -0.13 -0.32 0.06
N 0.497810 -1.449690 1.521150 0.16 -0.03 0.20
H -3.321515 2.012107 -0.073055 -0.03 -0.06 -0.04
C -3.051858 0.989939 0.189558 -0.16 0.22 -0.03
H -0.911347 -0.628497 -2.416662 -0.05 0.08 0.10
C 0.450581 -1.053779 0.254716 0.21 0.14 -0.11
O 0.736752 2.018287 3.825884 -0.08 0.29 -0.27
H -0.593251 -2.918473 2.619915 -0.29 -0.03 -0.48
C 0.861527 0.629568 1.598271 -0.42 0.20 -0.20
C -2.284019 -1.008638 -0.808092 -0.34 0.00 -0.39
C 1.158158 -3.732567 1.698802 -0.12 0.28 0.00
H -3.181432 -1.555537 -1.115371 -0.02 0.01 0.11
Cl -0.422996 3.280878 1.526763 -0.11 -0.05 -0.08
C 0.276665 -2.787042 1.988995 0.20 -0.26 0.20
H -0.224996 1.980821 3.930556 0.03 -0.21 0.20
O 3.828563 2.343584 -2.091537 -0.22 -0.23 -0.11
H 0.989131 0.445273 -1.754348 -0.05 -0.08 0.10
P 1.218790 2.322393 2.323492 0.41 -0.05 0.34
H 1.029319 -1.799093 -1.625267 -0.01 -0.01 0.03
O 1.982729 2.170880 -3.327917 0.05 0.19 0.28
```
Forces are in eV/Å.

These are the Löwdin partial charges, in e, on atoms 1 to 2: 0.055, -0.097